# C59H45BrKN10O3P2

A structure of composition C59H45BrKN10O3P2 (wB97M-V/def2-TZVPD, the OMol25 dataset).

- E_tot (Eh) = -6905.3153
- multiplicity = 1
- HOMO energy (eV) = -4.2592
- charge = -1
- relative energy (zero: lowest compared OMol25 entry of this formula, charge and spin) (eV) = 3.0675
- frontier orbital gap (eV) = 5.717

Geometry as XYZ:
```
121
Properties=species:S:1:pos:R:3:mulliken_charge:R:1
K 0.29833 0.61014 0.09466 2.877
C -2.29426 -4.07020 -0.44540 -0.819
C -1.37352 -2.97316 0.11379 0.578
N -1.23029 -1.86615 -0.82846 0.083
C -0.74732 -2.23663 -1.94312 0.837
C -0.48505 -3.68755 -2.15969 -0.873
N -0.88222 -5.55047 -1.07120 -0.971
C -0.49300 -1.22184 -3.02001 -1.160
C -0.75516 -1.54205 -4.34690 -0.861
C -0.55210 -0.58036 -5.32561 0.522
C -0.09158 0.66680 -4.92810 -0.813
C 0.14581 0.90840 -3.58020 0.272
N -0.03728 -0.02767 -2.64876 0.498
C 0.63434 2.24426 -3.09118 -0.040
C 0.63492 3.39081 -3.87526 -0.587
N 1.08716 4.55826 -3.42386 -0.634
C 1.52489 4.58016 -2.16973 -0.387
C 1.49236 3.44864 -1.36099 -0.672
N 1.05744 2.29069 -1.83335 0.259
C -0.81824 -0.87084 -6.75694 0.320
C -0.55509 -2.12115 -7.30274 -0.550
C -0.81958 -2.34359 -8.64403 -0.354
N -1.32213 -1.42402 -9.46574 -0.656
C -1.57274 -0.22830 -8.93585 -0.374
C -1.34146 0.09433 -7.60853 -0.516
H -3.34533 -3.79913 -0.37075 0.443
H -1.78223 -2.59805 1.04422 -0.499
H -0.04074 -3.94060 -3.11906 0.796
H -1.15060 -2.51688 -4.60194 0.894
H 0.12159 1.42604 -5.66756 0.635
H 0.25264 3.38168 -4.88842 0.369
H 1.90808 5.52211 -1.79377 0.375
H 1.82277 3.45367 -0.32863 0.489
H -0.12281 -2.90889 -6.69995 0.479
H -0.60949 -3.31329 -9.08042 0.370
H -1.98541 0.51522 -9.60794 0.366
H -1.59232 1.08086 -7.24218 0.490
C 3.11229 -1.76128 2.50598 -1.464
N 1.69993 -2.12278 2.19294 0.508
P 0.77041 -0.84214 2.98303 0.043
C 1.10666 -1.25396 4.74373 0.663
C 1.52613 -2.49767 5.20530 -0.187
C 1.68570 -2.72890 6.56416 -0.878
C 1.42487 -1.71742 7.47952 -0.615
C 1.01026 -0.47194 7.02710 -0.591
C 0.86087 -0.24184 5.66699 -0.709
C -0.98759 -1.38522 2.98817 0.467
C -1.46445 -2.55615 3.57950 -0.213
C -2.81860 -2.83831 3.59400 -0.812
C -3.72324 -1.94004 3.03251 -0.697
C -3.26916 -0.75785 2.47191 -0.406
C -1.90681 -0.48078 2.45527 -0.484
P 1.42518 -2.30130 0.43082 0.046
C 2.78372 -3.48547 0.05472 -0.074
C 3.12358 -4.54845 0.88805 0.410
C 4.07508 -5.47984 0.49936 -0.895
C 4.69945 -5.36149 -0.73616 -0.621
C 4.37696 -4.29909 -1.56826 -0.733
C 3.43309 -3.36214 -1.16855 -0.617
C 0.03978 -3.64401 0.35509 1.126
C -0.11038 -4.57868 1.50998 -1.340
C -1.09244 -5.46677 1.41502 -1.424
C -1.81196 -5.45036 0.11605 0.733
C -1.71242 -4.53442 -1.79293 -0.103
C 0.17665 -4.46514 -0.95676 -0.631
H 3.29967 -1.96498 3.56212 0.612
H 3.31305 -0.70877 2.29268 0.237
H 3.79410 -2.35911 1.91081 0.384
H 1.72690 -3.28594 4.48705 0.181
H 2.01475 -3.70124 6.90987 0.424
H 1.55087 -1.89648 8.53952 0.355
H 0.80951 0.32453 7.73205 0.416
H 0.54632 0.73510 5.31540 0.478
H -0.77050 -3.25240 4.03168 0.388
H -3.17308 -3.75757 4.04390 0.443
H -4.78349 -2.16237 3.04375 0.367
H -3.95952 -0.04689 2.03695 0.569
H -1.57202 0.44798 2.00706 0.264
H 2.64538 -4.64171 1.85432 0.129
H 4.32667 -6.30044 1.16012 0.443
H 5.44357 -6.08642 -1.04205 0.375
H 4.87129 -4.18821 -2.52514 0.430
H 3.20713 -2.51138 -1.79869 0.419
H 0.51349 -4.46244 2.38631 0.336
H -1.34620 -6.16845 2.19899 0.376
H -2.57092 -6.22695 0.02604 0.670
H -2.39709 -4.87361 -2.56988 0.501
H 1.17574 -4.85097 -1.12360 0.748
Br 2.04976 7.97735 -1.79424 -0.212
C 0.54061 7.79264 -0.65553 -0.100
C 0.52760 8.42500 0.57359 -0.631
C -0.58477 8.28428 1.39150 -0.319
C -1.65895 7.49013 1.01133 0.034
C -1.62894 6.87117 -0.23714 -0.114
C -0.53967 7.02951 -1.07554 -0.130
N -2.84364 7.51335 1.81965 -0.700
N -3.52661 6.46914 1.96225 -0.464
C -3.02256 5.20473 1.66098 -0.117
C -3.94352 4.33231 1.08470 -0.299
C -3.59256 3.12830 0.50916 -1.080
C -2.24129 2.68130 0.51665 -0.005
O -1.81846 1.69157 -0.11574 -0.619
C -1.32942 3.45785 1.39915 0.169
N -0.15461 2.85875 1.70028 0.495
C 0.70051 3.47547 2.48102 -0.577
C 0.41901 4.72052 3.06281 -1.311
C -0.77850 5.32521 2.79497 -0.820
C -1.70148 4.71327 1.91899 1.188
H 1.36890 9.02794 0.88647 0.416
H -0.62836 8.79407 2.34622 0.407
H -2.46666 6.26470 -0.55667 0.366
H -0.53096 6.55886 -2.04990 0.600
H -4.96727 4.68710 1.02865 0.368
H -4.32014 2.51660 -0.00794 0.494
H 1.63222 2.95227 2.67037 0.610
H 1.13681 5.18262 3.72897 0.446
H -1.03174 6.25867 3.27639 0.581
O 3.37225 -0.61019 -0.23772 -0.374
C 3.20988 0.62146 -0.10262 -0.398
O 2.52436 1.21692 0.75930 -0.406
H 3.74864 1.24804 -0.85264 0.276
```